(1)
21
Properties=species:S:1:pos:R:3:forces:R:3 method="wB97M-V/def2-TZVPD" total_charge=+1 total_energy_ev=-82481.5002 homo_lumo_gap_ev=8.295 largest_force_ev_per_a=5.55 relative_energy_kcal_mol=57.6 lumo_energy_ev=-3.7
N 2.748514 0.013032 0.194387 1.18 -2.73 0.68
C 1.585916 0.908152 -0.003010 -3.42 -3.36 -0.79
C 0.198843 -0.228454 0.051189 4.22 3.59 -0.38
C 0.197554 -1.592307 0.064643 -0.32 -0.33 0.60
C -1.140843 -1.970090 -0.155073 -0.02 1.06 -0.08
C -1.853970 -0.783120 -0.321731 -0.58 -2.64 0.18
C -3.303861 -0.657441 -0.335270 -0.48 1.66 -1.09
Br -3.753060 1.244984 -0.203747 -0.49 0.23 -0.02
N -1.043109 0.250650 -0.221110 2.59 -0.51 0.42
C 1.606331 2.282819 0.374118 0.42 2.21 1.86
O 1.635366 1.877130 -0.981517 -0.46 -0.69 -0.58
H 2.990717 -0.709297 -0.610244 -1.42 1.57 1.81
H 2.394589 -0.503558 1.098545 1.24 0.52 -2.08
H 3.698740 0.392311 0.397128 -0.98 0.49 0.06
H 0.880758 -2.315118 0.465299 0.74 0.06 -0.31
H -1.466514 -2.990690 -0.110656 -0.47 -0.01 -0.02
H -3.704036 -1.053790 0.570178 -0.70 -0.77 0.04
H -3.709257 -0.922949 -1.315225 -0.36 -0.54 0.65
H -1.223628 1.187277 -0.442195 -0.69 1.29 -0.22
H 0.710767 2.768454 0.840526 0.60 -0.54 -0.90
H 2.550184 2.802009 0.643770 -0.60 -0.57 0.19


(2)
22
Properties=species:S:1:pos:R:3:forces:R:3 method="wB97M-V/def2-TZVPD" total_charge=0 total_energy_ev=-85090.3750 homo_lumo_gap_ev=8.875 largest_force_ev_per_a=4.08 relative_energy_kcal_mol=64.1 lumo_energy_ev=0.7
C -3.327062 -0.610576 0.269845 0.04 0.43 -0.44
C -4.183881 -0.554553 -0.571096 2.31 -0.32 0.84
C 1.236103 -0.715253 0.194595 0.11 -0.22 0.72
C -1.462975 0.366974 1.278973 2.41 2.01 1.79
C -5.197049 -0.506331 -1.562810 -3.42 -1.20 -0.59
C 3.855513 0.929414 1.127289 -0.84 -1.41 -2.90
C 3.224888 0.671903 -0.252078 1.49 0.98 0.20
N 1.807910 0.465052 -0.143864 -0.83 -1.13 -0.72
O 0.044849 -0.892383 0.353952 0.36 -0.73 -0.60
O 2.175856 -1.658383 0.384948 1.36 0.35 -0.38
O -2.349453 -0.511001 1.208393 -2.99 -1.75 -1.06
Br -1.470635 1.818488 -0.040632 -0.50 0.08 -0.56
H 2.008669 -2.472162 0.856221 -1.13 0.02 0.13
H -5.540024 -1.548214 -1.936063 1.23 1.47 0.24
H -5.078055 0.205369 -2.458596 -0.20 -0.96 1.77
H -6.104690 -0.347271 -0.872268 0.69 0.76 -1.60
H 3.247420 1.479012 1.700840 -1.98 3.04 1.86
H 3.923976 0.077324 1.702990 0.53 -2.40 0.80
H 4.777576 1.304931 0.901725 2.58 1.31 0.18
H 3.871966 -0.127449 -0.661258 -1.16 -0.08 -0.36
H 3.420707 1.562182 -0.905100 -0.45 -0.68 0.59
H 1.118395 1.062937 -0.576000 0.37 0.41 0.10


(3)
22
Properties=species:S:1:pos:R:3:forces:R:3 method="wB97M-V/def2-TZVPD" total_charge=0 total_energy_ev=-85091.3666 homo_lumo_gap_ev=7.692 largest_force_ev_per_a=5.18 relative_energy_kcal_mol=41.2 lumo_energy_ev=0.6
C 1.840906 0.158592 0.406467 -4.58 2.40 -0.34
C 0.460970 -1.764677 2.567209 -1.34 -0.18 -0.75
C -2.415766 -0.330135 -1.736644 1.18 -0.30 -2.84
C -0.912203 0.136141 -2.017123 0.94 -1.62 -0.94
C -2.130406 -0.054522 -0.281696 1.33 -4.03 2.36
C 2.975235 1.025256 0.857489 -0.55 -0.39 1.30
C 0.171727 1.231990 0.083310 2.49 -0.79 -0.37
N -0.666763 0.150539 -0.517310 3.18 -3.33 -0.53
O 1.342646 -1.447712 3.197308 2.67 0.79 1.81
O 1.664671 -1.005227 0.131712 1.30 0.53 0.23
O -0.454259 -2.072163 1.949646 -1.39 -0.67 -1.01
Br -0.444344 1.476030 1.941345 -0.05 -0.10 0.24
H -3.007271 0.337217 -2.347929 -0.91 0.22 0.61
H -2.654086 -1.401676 -2.151474 0.67 1.93 1.43
H -0.304062 -0.601491 -2.688584 -0.75 0.93 1.82
H -0.580867 1.103071 -2.384685 -1.05 0.47 -0.16
H -2.366688 0.837469 0.195298 -1.64 1.46 0.57
H -2.189311 -0.984443 0.479886 -0.49 2.31 -1.74
H 3.133093 1.653008 0.030921 0.83 0.37 -1.87
H 2.711653 1.931075 1.527578 -0.04 -2.25 -0.17
H 3.830265 0.384232 1.129260 -0.11 0.81 0.11
H -0.005141 -0.762571 -0.371984 -1.71 1.47 0.24


(4)
22
Properties=species:S:1:pos:R:3:forces:R:3 method="wB97M-V/def2-TZVPD" total_charge=-2 total_energy_ev=-92893.1689 homo_lumo_gap_ev=5.414 largest_force_ev_per_a=3.84 relative_energy_kcal_mol=32.6 lumo_energy_ev=5.4
C 2.285163 -1.103918 -1.441243 -0.17 -0.40 -0.90
C 0.917782 -0.242630 1.863679 -1.27 0.14 3.62
C 1.307641 -0.285945 -1.830627 0.69 -0.80 -0.43
C -0.334157 -0.692089 1.776569 1.33 0.76 -0.04
C 0.754504 0.865665 -1.173560 -3.57 -0.68 1.01
C -0.961605 -1.028421 0.480242 1.85 -0.72 -1.39
C -1.104308 0.194781 -0.409261 2.43 0.68 -0.29
O -2.341657 2.578066 -0.411898 0.45 0.39 0.33
O -0.903256 2.058863 1.738456 -0.04 -0.01 -1.10
O -3.032626 0.712716 1.239072 1.11 0.75 -0.36
P -1.892316 1.615750 0.666913 -2.45 -0.53 -0.01
Br -1.863904 -0.461785 -2.118808 -0.55 0.35 0.29
H 2.589312 -1.966009 -2.032850 -0.14 0.12 0.08
H 2.808866 -0.901496 -0.570480 1.10 0.13 1.67
H 1.263772 0.252156 2.814420 -0.39 -0.74 -0.90
H 1.547923 -0.107544 1.074013 1.47 -0.04 -2.08
H 0.907810 -0.636285 -2.790686 -0.51 0.79 0.31
H -0.990565 -0.595293 2.613787 -0.27 -0.05 0.46
H 0.305926 1.527366 -1.895943 -0.19 0.50 0.12
H 0.986543 1.342043 -0.215170 0.72 -0.36 -0.58
H -0.296801 -1.763860 -0.072475 -0.92 0.26 0.56
H -1.954044 -1.362131 0.695850 -0.66 -0.54 -0.38


(5)
23
Properties=species:S:1:pos:R:3:forces:R:3 method="wB97M-V/def2-TZVPD" total_charge=0 total_energy_ev=-39537.3502 homo_lumo_gap_ev=9.862 largest_force_ev_per_a=4.40 relative_energy_kcal_mol=87.7 lumo_energy_ev=0.0
C -1.776732 -3.877404 -0.197784 -0.46 0.42 1.26
N -0.935062 -4.920134 -0.875444 -2.15 2.42 -2.98
O -0.094852 -5.526554 -0.300234 0.54 -0.77 0.45
O -1.199882 -4.919374 -2.106664 1.06 -1.05 1.98
H -1.215982 -3.343784 0.569626 0.47 -0.06 -0.36
H -2.600702 -4.293694 0.381746 0.09 -0.69 -0.31
H -2.219852 -3.204924 -0.932304 0.46 -0.27 -0.04
C 1.191218 0.255256 -0.222854 -0.64 2.86 -1.58
C -0.212342 0.217986 -0.425874 -0.13 -0.07 0.38
C -0.928482 1.276386 -1.037084 3.20 0.45 0.05
N -0.247572 2.395956 -1.411184 -0.81 0.32 0.18
C 1.058038 2.536626 -1.199164 -0.04 -2.38 1.17
C 1.814788 1.462916 -0.654844 -0.73 -0.81 -0.18
H 1.835848 -0.513664 0.176666 -0.47 -0.30 0.11
H -0.760112 -0.632374 -0.047384 -0.15 -0.18 -0.13
H -1.979552 1.292396 -1.284854 -0.05 -0.34 0.22
H 1.564208 3.482406 -1.324464 -0.31 0.16 -0.57
H 2.893358 1.518426 -0.652444 0.11 0.24 0.31
Cl 0.226318 3.786556 3.820226 -0.60 0.16 0.35
C 0.711108 3.222366 2.224566 0.00 -0.55 0.39
Cl 1.749698 4.402606 1.490256 0.68 0.48 -0.44
H 1.258698 2.309546 2.459116 -0.06 0.08 -0.64
H -0.132162 3.072486 1.550376 0.00 -0.12 0.38


(6)
21
Properties=species:S:1:pos:R:3:forces:R:3 method="wB97M-V/def2-TZVPD" total_charge=0 total_energy_ev=-36561.3807 homo_lumo_gap_ev=11.038 largest_force_ev_per_a=2.41 relative_energy_kcal_mol=0.0 lumo_energy_ev=0.7
C 2.959061 -0.597733 0.037964 -0.49 0.02 0.16
C 1.945054 0.314752 0.708572 -0.08 -0.06 -0.58
Cl 1.288740 -0.545751 2.132662 -0.03 0.14 0.28
C 0.860425 0.729097 -0.305031 0.23 -0.17 0.28
Cl 0.581672 2.486794 -0.262053 -0.06 0.24 0.04
C -0.437557 -0.028038 -0.241425 -0.58 0.77 -0.39
C -1.518638 0.361245 0.764163 -0.47 -1.03 -0.37
C -2.782709 -0.137558 0.041133 0.63 -0.38 -0.71
C -2.293989 -0.482681 -1.367409 -0.74 -0.70 -1.23
O -2.809816 -1.192149 -2.213594 0.93 1.60 1.54
O -1.080850 0.147402 -1.532238 -0.20 -0.89 -0.12
H 3.578262 -0.039439 -0.650881 0.20 0.17 -0.14
H 3.555153 -1.090523 0.789102 0.37 -0.09 0.10
H 2.417640 -1.351609 -0.521716 0.01 -0.31 -0.14
H 2.406507 1.227611 1.047587 0.18 0.09 0.43
H 1.272550 0.529996 -1.283393 0.09 0.09 -0.32
H -0.260492 -1.096455 -0.150446 0.46 -0.19 0.17
H -1.588669 1.414328 0.966989 0.31 0.34 0.15
H -1.373013 -0.236722 1.649093 0.04 0.32 0.52
H -3.186589 -1.041070 0.474896 -0.39 -0.03 0.18
H -3.532744 0.628503 -0.083974 -0.40 0.08 0.17


(7)
24
Properties=species:S:1:pos:R:3:forces:R:3 method="wB97M-V/def2-TZVPD" total_charge=-1 total_energy_ev=-67239.7620 homo_lumo_gap_ev="6.268 / 7.353" largest_force_ev_per_a=6.38 spin_multiplicity=5 relative_energy_kcal_mol=0.0 s2=6.023 lumo_energy_ev="3.5 / 2.0"
C -0.868521 1.051133 -2.170615 -0.77 1.80 -1.73
C 0.519003 0.843670 -2.426349 0.40 1.61 -1.83
C 1.270309 1.520096 -1.404178 0.54 1.33 -0.74
C 0.332241 2.152755 -0.519377 -0.07 1.25 -0.49
C -0.987846 1.847364 -0.985048 -0.38 2.50 -1.14
Co 0.012319 0.186071 -0.688329 0.02 -4.15 4.84
N -1.239702 -1.067869 -0.003297 -0.80 -0.84 1.76
C -0.343327 -2.182152 -0.120913 0.66 -1.37 -0.11
C 0.823890 -1.592245 -0.909033 0.60 -1.54 0.02
H 2.352179 1.542991 -1.298066 -0.35 -0.03 -0.05
H 0.939894 0.257826 -3.234685 -0.13 0.07 0.19
H 0.584998 2.792193 0.328341 -0.14 -0.54 -0.21
H -1.920147 2.209753 -0.534944 0.54 -0.42 -0.14
H -1.691541 0.690598 -2.783411 0.25 -0.01 0.27
H 0.749196 -1.923539 -1.946347 0.64 -0.08 0.02
H -0.818932 -3.033945 -0.655428 -0.08 0.33 0.09
H -1.671518 -1.016636 0.916873 -0.44 -0.15 -0.03
H 1.796744 -1.706940 -0.419890 -0.11 -0.33 -0.35
H -0.036628 -2.621568 0.854120 -0.35 0.57 -0.27
O 0.003586 -1.378337 4.036644 0.09 0.40 0.21
Cl 0.038483 0.011914 3.636206 0.23 -0.02 -2.41
O -1.179871 0.680604 4.038364 0.33 -0.14 0.01
O 1.199456 0.694291 4.161797 -0.42 -0.31 0.15
O 0.135728 0.041978 2.127557 -0.24 0.07 1.92


(8)
22
Properties=species:S:1:pos:R:3:forces:R:3 method="wB97M-V/def2-TZVPD" total_charge=+1 total_energy_ev=-25895.8698 homo_lumo_gap_ev=8.585 largest_force_ev_per_a=1.06 relative_energy_kcal_mol=0.0 lumo_energy_ev=-5.5
C 2.129292 -0.470786 -1.028189 -0.13 0.16 -0.03
C 0.831452 0.311403 -1.135608 0.14 -0.02 -0.20
N -0.004523 -0.008389 0.017925 0.39 -0.19 0.02
C -1.068557 0.759545 0.403681 -0.97 -0.36 -0.25
C -0.844918 2.192538 0.240507 0.12 -0.47 0.08
N -0.704691 3.319311 0.144209 0.08 0.82 -0.10
C -1.561334 0.456730 1.835926 0.15 0.16 -0.14
C -2.402647 -0.767866 1.818253 -0.18 0.19 -0.06
N -3.276589 -0.971599 0.915555 -0.43 -0.86 0.44
C -3.400982 -0.156707 -0.149124 0.69 0.55 -0.56
Cl -4.868946 -0.185670 -0.979635 0.20 0.07 0.03
N -2.387220 0.545612 -0.561083 0.13 0.04 0.72
H 1.949357 -1.536718 -1.144608 0.03 -0.14 -0.02
H 2.819665 -0.153539 -1.802574 0.07 -0.04 -0.11
H 2.593251 -0.296626 -0.061178 0.07 0.03 0.07
H 1.033498 1.384235 -1.117501 -0.03 -0.05 -0.03
H 0.320035 0.066820 -2.075631 0.04 0.11 0.04
H -0.069554 -1.000480 0.200469 -0.09 0.05 0.17
H -2.147320 1.302409 2.212142 -0.02 -0.08 -0.01
H -0.694519 0.338491 2.487362 -0.05 0.05 -0.11
H -2.287789 -1.534416 2.574944 0.01 -0.05 0.10
H -2.389407 1.032398 -1.449368 -0.22 0.05 -0.04